The following is a quantum chemistry calculation of a structure of composition C10H14BeN2P at a distorted geometry, from the Open Molecules 2025 dataset.

```
28
Properties=species:S:1:pos:R:3:mulliken_charge:R:1
C -1.6782 0.0893 0.0159 -0.406
H 2.8901 -0.2651 -4.2987 0.248
C 0.0713 0.8550 1.4080 -0.472
C -2.2213 1.2748 2.0478 1.262
H 2.1601 -3.2620 1.6737 0.079
H -0.4216 1.5990 -2.2938 0.355
H 0.1292 -2.7550 1.8333 0.007
H -4.1352 1.7248 2.7229 0.176
C -2.6333 0.5982 0.8777 -0.801
N -0.3453 0.2325 0.2688 0.330
Be 0.6300 -0.2311 -1.0341 -1.186
H -2.8723 2.2857 3.7485 0.177
C 0.3707 0.8231 -2.3087 0.205
H 1.2151 1.3942 -4.2055 0.193
C 1.2201 0.7152 -3.3519 -1.157
H 3.2732 -1.9708 -2.7538 0.165
P 1.3391 -2.1340 1.3997 -0.112
C 1.7171 -1.4799 -1.3486 0.416
H 1.6491 -1.4659 2.6291 0.031
N -3.1406 1.8100 2.8956 -0.476
H 1.9020 -2.4477 -0.8330 0.328
H 1.1537 0.8596 1.6037 0.589
H -3.6823 0.4738 0.6351 0.272
H -0.4738 1.8889 3.1968 0.279
C -0.8383 1.3921 2.3030 -0.888
C 2.4490 -1.2949 -2.4864 -1.328
H -1.9523 -0.4351 -0.9113 0.437
C 2.2244 -0.2749 -3.4337 0.276
```

orbital gap: 3.54 eV
lowest unoccupied orbital energy: 2.573 eV
net charge: -1
energy: -854.9829 hartree